Record 1
C36H39FN6O5PTi as an isolated structure, computed with ωB97M-V/def2-TZVPD.

Each line ends with the Mulliken spin population.
CARTESIAN COORDINATES (ANGSTROEM)
Ti1 -0.399 -0.477 0.665  0.9480
O1 -0.631 -1.605 2.447  -0.0221
N1 0.229 -0.933 3.158  0.0105
N2 0.327 0.242 2.706  0.0035
O2 1.364 -0.191 0.070  0.0497
C1 1.314 1.062 3.307  0.0008
C2 1.941 2.006 2.502  -0.0031
C3 2.891 2.857 3.046  -0.0005
C4 3.219 2.767 4.392  -0.0003
C5 2.592 1.819 5.189  0.0002
C6 1.635 0.969 4.656  0.0004
H1 1.740 2.019 1.438  0.0072
H2 3.391 3.579 2.412  0.0000
H3 3.963 3.429 4.815  0.0000
H4 2.843 1.748 6.240  0.0000
H5 1.134 0.239 5.276  -0.0001
O3 -0.786 1.626 0.225  0.0140
C7 -1.074 1.984 -1.149  0.0014
C8 -1.323 0.645 -1.894  -0.0063
O4 -1.528 0.676 -3.090  -0.0010
O5 -1.320 -0.409 -1.147  -0.0073
C9 0.135 2.730 -1.690  -0.0026
C10 1.111 2.101 -2.452  -0.0009
C11 2.255 2.793 -2.826  -0.0002
C12 2.442 4.109 -2.429  0.0003
C13 1.473 4.740 -1.662  0.0000
C14 0.323 4.055 -1.301  -0.0014
C15 -2.355 2.803 -1.203  0.0003
C16 -3.135 2.994 -0.069  0.0012
C17 -4.330 3.701 -0.155  -0.0001
C18 -4.753 4.212 -1.371  0.0001
C19 -3.971 4.024 -2.505  0.0000
C20 -2.776 3.327 -2.423  0.0001
H6 -0.213 2.292 0.626  0.0025
H7 0.984 1.073 -2.762  0.0001
H8 3.002 2.294 -3.430  0.0000
H9 3.336 4.645 -2.722  0.0000
H10 1.602 5.769 -1.352  0.0000
H11 -0.444 4.561 -0.724  0.0000
H12 -2.821 2.578 0.878  -0.0002
H13 -4.928 3.848 0.736  0.0000
H14 -5.684 4.760 -1.439  0.0000
H15 -4.294 4.422 -3.458  0.0000
H16 -2.172 3.165 -3.305  -0.0001
C21 -2.035 -5.706 -0.300  0.0010
N3 -0.780 -5.681 0.448  -0.0006
C22 0.310 -6.019 -0.465  0.0000
N4 0.380 -5.169 -1.654  0.0014
C23 -0.913 -5.214 -2.333  -0.0004
N5 -2.045 -4.845 -1.484  0.0004
C24 -1.982 -3.430 -1.114  -0.0010
P1 -0.462 -3.007 -0.150  -0.0185
C25 -0.563 -4.375 1.081  0.0073
C26 0.755 -3.795 -1.304  0.0081
H17 -2.850 -5.410 0.363  -0.0001
H18 -2.210 -6.731 -0.632  0.0000
H19 0.163 -7.049 -0.799  0.0000
H20 1.258 -5.961 0.072  -0.0001
H21 -1.074 -6.237 -2.683  0.0001
H22 -0.886 -4.550 -3.199  -0.0001
H23 -2.861 -3.176 -0.514  0.0016
H24 -2.013 -2.807 -2.009  0.0018
H25 -1.374 -4.163 1.781  -0.0010
H26 0.352 -4.401 1.676  -0.0022
H27 1.747 -3.805 -0.846  -0.0014
H28 0.826 -3.195 -2.214  -0.0001
F1 6.659 2.031 2.387  0.0000
C27 5.683 1.289 1.818  -0.0002
C28 5.204 1.663 0.577  0.0008
C29 4.196 0.904 0.005  -0.0060
C30 3.680 -0.210 0.660  -0.0004
C31 2.527 -0.967 0.053  0.0136
C32 4.188 -0.555 1.905  0.0021
C33 5.198 0.193 2.498  0.0001
H29 5.618 2.535 0.088  0.0000
H30 3.783 1.191 -0.955  -0.0014
H31 2.380 -1.904 0.614  -0.0155
H32 2.765 -1.245 -0.984  0.0108
H33 3.778 -1.406 2.438  -0.0009
H34 5.594 -0.052 3.474  0.0000
C34 -4.771 -0.160 -1.693  0.0002
C35 -4.934 -0.725 -0.277  0.0006
C36 -3.725 -0.510 0.517  0.0050
N6 -2.770 -0.285 1.110  0.0003
H35 -5.677 -0.349 -2.267  0.0001
H36 -3.929 -0.622 -2.206  0.0000
H37 -4.600 0.916 -1.662  -0.0001
H38 -5.138 -1.797 -0.300  0.0006
H39 -5.763 -0.253 0.253  0.0001

Force components x, y, z for each atom (eV/Å):
-0.541 -0.163 0.181
0.406 0.139 -0.172
-0.114 0.116 0.184
-0.080 -0.225 -0.366
0.074 -0.029 0.069
0.020 0.136 0.072
0.058 0.039 -0.025
-0.015 -0.020 0.058
-0.011 0.007 -0.043
0.009 0.004 0.007
-0.012 -0.014 0.037
-0.019 -0.013 0.001
-0.010 -0.006 -0.015
0.000 -0.003 0.003
-0.007 -0.008 -0.001
-0.007 0.003 -0.010
-0.002 0.103 0.098
0.111 -0.008 0.087
0.049 0.012 -0.047
-0.081 -0.074 0.016
0.315 0.142 -0.160
-0.044 0.008 0.039
0.082 0.019 -0.030
-0.042 -0.043 0.010
-0.019 0.023 0.021
0.003 -0.001 -0.004
0.003 0.009 -0.020
-0.021 -0.051 0.031
-0.037 -0.010 -0.011
-0.013 -0.001 -0.011
0.020 -0.001 -0.016
0.014 -0.006 0.014
-0.023 0.007 -0.004
0.057 -0.029 -0.067
-0.024 -0.003 0.016
0.014 0.019 -0.002
0.003 -0.006 -0.003
0.020 0.000 -0.010
-0.003 -0.012 -0.003
0.010 0.001 -0.007
0.001 0.001 0.000
-0.001 -0.001 0.010
0.005 -0.001 -0.002
-0.005 0.007 -0.005
0.016 -0.003 -0.010
0.002 0.032 0.007
-0.015 0.030 -0.010
0.003 0.006 0.026
-0.004 0.021 -0.011
0.012 -0.008 0.015
-0.092 -0.040 -0.026
0.092 0.203 0.027
-0.008 -0.138 0.010
0.008 -0.098 -0.043
-0.005 0.000 0.003
-0.001 -0.007 0.006
0.001 -0.006 -0.004
0.002 0.002 0.004
0.004 -0.003 0.002
-0.001 -0.002 0.002
0.015 0.007 0.022
0.032 0.019 0.011
-0.011 0.026 -0.014
0.022 0.015 -0.022
-0.023 0.032 0.027
-0.017 0.030 0.005
-0.005 0.015 0.004
-0.002 -0.039 0.001
0.011 0.020 0.006
0.012 0.005 0.002
-0.018 -0.024 0.060
-0.195 -0.130 -0.143
0.037 0.068 0.024
-0.012 -0.012 0.003
-0.019 -0.008 -0.022
0.010 0.006 -0.001
0.084 -0.019 -0.001
0.053 0.003 0.020
-0.016 -0.007 -0.020
-0.002 -0.003 -0.003
-0.010 0.009 0.014
0.054 -0.028 -0.064
-0.166 0.167 0.211
-0.044 -0.255 -0.056
-0.006 -0.009 0.016
0.012 0.011 0.010
0.017 0.021 0.001
0.024 -0.003 0.003
0.007 0.032 -0.013

Summary:
- Relative energy (zero: lowest compared OMol25 entry of this formula, charge and spin): 0.00 kcal/mol
- Total energy: -3390.73597 a.u.
- Spin multiplicity: 2
- E_LUMO (alpha / beta): 0.456 / 0.455 eV
- Largest force on an atom: 0.59 eV Å⁻¹
- Frontier orbital gap (alpha / beta): 7.9 / 8.9 eV

Record 2
C36H40AsN5O3ReS4Te as an isolated structure at a distorted geometry, computed with ωB97M-V/def2-TZVPD.

Each line ends with the Mulliken spin population.
CARTESIAN COORDINATES (ANGSTROEM)
Re1 1.108 -1.230 -0.007  0.0368
S1 0.934 -6.431 0.117  -0.0004
As1 1.287 -4.296 0.375  0.0000
S2 -0.301 -2.982 0.923  -0.0001
S3 2.356 -3.060 -1.006  0.0028
S4 2.204 -5.721 1.722  -0.0002
C1 1.617 7.097 6.687  0.0007
O1 1.512 5.714 6.374  0.0150
C2 2.572 5.080 5.872  0.0401
C3 2.413 3.689 5.710  -0.0108
C4 3.429 2.930 5.202  0.0186
C5 4.636 3.550 4.843  0.0476
C6 4.816 4.921 5.048  0.0411
C7 3.786 5.695 5.537  -0.0135
N1 5.753 2.873 4.368  0.0802
N2 5.739 1.704 4.014  0.2029
C8 4.826 0.898 3.453  0.1588
C9 4.891 -0.478 3.766  0.0056
C10 4.027 -1.395 3.220  0.0473
C11 3.093 -0.982 2.246  0.1051
O2 2.271 -1.774 1.668  0.1698
C12 3.085 0.401 1.844  0.0296
N3 2.220 0.682 0.849  -0.0003
C13 2.169 1.922 0.397  -0.0003
C14 2.987 2.939 0.898  0.0026
C15 3.880 2.659 1.906  0.0194
C16 3.934 1.356 2.424  0.0043
H1 0.663 7.365 7.134  0.0000
H2 1.779 7.685 5.783  0.0006
H3 2.421 7.267 7.404  -0.0004
H4 1.486 3.244 6.036  -0.0004
H5 3.316 1.858 5.130  0.0000
H6 5.776 5.358 4.821  -0.0024
H7 3.934 6.752 5.685  -0.0007
H8 5.641 -0.788 4.480  -0.0065
H9 4.069 -2.438 3.494  -0.0045
H10 1.483 2.111 -0.418  -0.0053
H11 2.928 3.928 0.472  0.0010
H12 4.541 3.428 2.277  0.0128
C17 1.604 0.049 -3.993  0.0000
C18 1.437 -0.262 -2.541  0.0013
O3 2.355 -0.066 -1.720  0.0003
N4 0.314 -0.764 -2.000  -0.0049
Te1 -0.976 -1.580 -3.289  0.0031
C19 -2.535 -0.195 -3.628  -0.0025
C20 -2.674 1.086 -3.103  0.0009
C21 -1.738 1.725 -2.116  0.0012
C22 -3.766 1.844 -3.516  0.0000
C23 -4.708 1.367 -4.411  0.0004
C24 -5.866 2.204 -4.847  0.0000
C25 -4.540 0.078 -4.911  0.0002
C26 -3.466 -0.716 -4.541  0.0006
C27 -3.352 -2.098 -5.114  0.0001
C28 -1.877 -3.022 -2.084  0.0016
C29 -1.475 -4.330 -2.367  -0.0009
C30 -0.419 -4.680 -3.376  -0.0004
C31 -2.109 -5.365 -1.690  0.0004
C32 -3.119 -5.129 -0.767  0.0002
C33 -3.771 -6.252 -0.031  -0.0001
C34 -3.492 -3.812 -0.519  0.0008
C35 -2.884 -2.742 -1.157  -0.0012
C36 -3.313 -1.360 -0.783  0.0007
H13 2.522 0.619 -4.124  0.0000
H14 0.762 0.623 -4.383  0.0000
H15 1.687 -0.874 -4.575  0.0000
H16 -0.929 1.067 -1.815  -0.0011
H17 -2.297 2.043 -1.235  0.0000
H18 -1.300 2.624 -2.550  0.0000
H19 -3.878 2.843 -3.116  0.0000
H20 -5.945 3.113 -4.255  0.0000
H21 -6.799 1.651 -4.758  0.0000
H22 -5.756 2.490 -5.893  0.0000
H23 -5.262 -0.318 -5.609  0.0000
H24 -4.195 -2.295 -5.773  0.0000
H25 -3.370 -2.870 -4.341  0.0001
H26 -2.444 -2.224 -5.712  0.0000
H27 0.414 -3.967 -3.405  -0.0001
H28 -0.844 -4.759 -4.379  0.0000
H29 0.016 -5.650 -3.131  0.0000
H30 -1.804 -6.383 -1.892  0.0000
H31 -3.508 -7.215 -0.461  0.0000
H32 -4.854 -6.149 -0.047  0.0000
H33 -3.458 -6.252 1.013  0.0000
H34 -4.261 -3.611 0.213  0.0000
H35 -3.660 -1.353 0.250  -0.0001
H36 -4.137 -1.006 -1.408  0.0000
H37 -2.502 -0.635 -0.882  -0.0012
N5 -0.565 0.102 0.878  0.0040
H38 -0.888 0.883 0.311  -0.0017
H39 -0.279 0.478 1.781  0.0011
H40 -1.377 -0.490 1.055  0.0005

Force components x, y, z for each atom (eV/Å):
0.955 1.758 -0.291
0.025 0.187 -0.003
0.108 -0.199 -0.012
0.111 0.357 -0.025
0.004 0.017 -0.070
0.030 -0.058 0.032
-0.033 0.185 0.046
0.070 -0.299 -0.072
-0.008 -0.001 -0.007
0.035 0.082 0.003
-0.011 0.105 0.111
-0.019 0.174 0.152
-0.169 -0.149 0.030
-0.131 -0.041 0.060
0.213 0.232 0.043
0.311 -0.149 0.025
-0.022 -0.203 -0.029
-0.235 -0.288 -0.132
0.263 0.176 0.178
-0.470 -0.507 -0.330
0.409 0.421 0.533
-0.013 0.096 -0.005
-0.438 -0.984 0.021
-0.122 0.038 -0.209
0.013 -0.195 0.031
-0.058 -0.054 -0.058
-0.271 -0.101 -0.374
0.072 0.033 -0.026
0.010 0.030 0.028
-0.010 0.040 -0.008
-0.106 -0.029 0.012
-0.042 -0.038 0.008
0.097 0.031 -0.053
-0.012 0.067 0.010
0.023 -0.031 0.060
-0.001 -0.040 0.031
-0.007 0.013 -0.012
-0.035 0.062 -0.037
-0.008 0.025 -0.038
0.227 0.086 -0.116
-0.331 -0.120 -0.168
-0.282 -0.419 0.772
-0.326 -0.173 0.238
0.011 0.087 -0.068
-0.015 -0.092 0.116
-0.010 0.074 -0.037
0.089 0.032 0.026
0.034 -0.096 -0.023
0.099 -0.096 0.013
-0.072 0.072 0.001
0.131 0.016 0.098
-0.155 0.155 -0.020
-0.055 -0.161 -0.164
-0.074 0.100 -0.108
-0.032 -0.124 0.061
0.311 -0.071 -0.048
0.038 0.083 0.060
0.078 0.146 -0.080
-0.071 -0.095 0.015
0.134 -0.029 -0.094
-0.035 -0.149 0.037
-0.036 0.277 0.020
-0.042 -0.008 -0.051
-0.002 0.028 -0.002
0.030 0.044 0.029
-0.014 0.020 -0.010
-0.037 0.021 0.070
0.040 0.050 -0.007
-0.013 0.106 0.050
-0.013 0.029 0.009
-0.060 -0.017 -0.005
-0.003 0.017 -0.059
-0.091 -0.054 -0.081
0.029 -0.035 -0.028
-0.001 -0.039 0.029
-0.011 -0.011 -0.014
-0.129 -0.162 0.031
0.026 0.032 -0.033
-0.028 0.033 -0.066
0.013 -0.079 -0.028
0.002 -0.064 -0.012
-0.057 -0.011 0.015
0.019 -0.004 0.083
-0.109 0.025 0.090
-0.037 0.037 0.029
0.016 0.005 0.007
-0.027 -0.029 -0.013
0.159 -0.243 -0.103
0.080 -0.109 0.041
-0.036 -0.037 -0.113
0.109 0.190 -0.014

Summary:
- Net charge: +2
- Relative energy (zero: lowest compared OMol25 entry of this formula, charge and spin): 20.55 kcal/mol
- Total energy: -6069.63411 a.u.
- Spin multiplicity: 2
- E_LUMO (alpha / beta): -5.628 / -6.643 eV
- Largest force on an atom: 2.02 eV Å⁻¹
- Frontier orbital gap (alpha / beta): 6.2 / 5.4 eV

What is the formula in the second record?
C36H40AsN5O3ReS4Te

Which value of relative energy (zero: lowest compared OMol25 entry of this formula, charge and spin) does entry 2 give?
20.55 kcal/mol

What is the formula in the second record?
C36H40AsN5O3ReS4Te